No. 1
104
Properties=species:S:1:pos:R:3:forces:R:3:mulliken_charge:R:1 method="wB97M-V/def2-TZVPD" gap_ha=0.35796 energy_ev=-86915.296 e_above_lowest_ev=3.742 mol_weight_g_mol=796.9 smiles=c1ccncc1.c1ccncc1.c1ccncc1.c1ccncc1.c1ccncc1.c1ccncc1.c1ccncc1.c1ccncc1.c1ccncc1.ClCCl
N -16.995902 -5.406002 8.979392 -2.2717 0.1338 -0.9640 -0.524
C -17.776317 -6.035355 9.912496 0.2984 0.0889 -2.0370 -0.202
C -19.153185 -6.234340 9.764788 0.3712 -0.0661 -0.0739 -0.260
C -19.837575 -5.697197 8.685239 0.7765 0.9245 -0.1349 -0.217
C -19.107481 -4.945146 7.751963 1.9106 -1.0994 0.0423 -0.410
C -17.676164 -4.911512 7.864994 -0.9896 -0.4170 2.8172 -0.175
H -17.254574 -6.566805 10.694645 0.1691 0.3185 0.2687 0.366
H -19.669757 -6.890708 10.449411 -0.0355 0.1417 0.2487 0.325
H -20.909803 -5.806722 8.616471 -0.0420 -0.0855 -0.1822 0.372
H -19.531477 -4.570944 6.831853 -0.2629 0.2074 0.1324 0.344
H -17.075886 -4.374829 7.145244 0.0854 -0.1435 -0.1113 0.380
N -5.600897 -4.102824 2.223516 -0.4128 -0.0427 -0.3135 -0.537
C -5.534296 -5.051164 3.205879 0.1590 0.1522 -2.6807 -0.239
C -5.346447 -6.381663 2.840620 0.0141 0.1479 0.4333 -0.385
C -5.275331 -6.734380 1.484156 0.1399 -0.6661 1.3193 -0.183
C -5.439812 -5.801954 0.524732 -0.1072 1.6788 -0.4336 -0.252
C -5.599752 -4.448142 0.920997 0.5857 -1.4371 1.2292 -0.205
H -5.600848 -4.674048 4.215710 0.0582 -0.1997 0.0953 0.402
H -5.226954 -7.121019 3.618743 -0.0097 -0.1717 -0.0131 0.367
H -5.052035 -7.732356 1.136903 -0.1042 -0.2992 0.4554 0.347
H -5.365132 -6.152114 -0.494194 -0.1358 0.5108 -0.2723 0.333
H -5.615284 -3.679634 0.162344 -0.1940 0.3248 0.1904 0.352
N -13.084808 -5.966400 17.824984 -0.8209 -0.8027 1.2556 -0.548
C -14.019363 -5.407114 17.054555 1.0600 0.7459 -0.1671 -0.165
C -15.354141 -5.266083 17.372472 0.1676 0.3174 -1.2618 -0.330
C -15.788476 -5.839456 18.498318 -0.5421 -1.3626 2.1257 -0.154
C -14.899322 -6.510978 19.349379 1.0209 -0.2701 -1.0702 -0.382
C -13.525765 -6.549684 18.982472 -1.6888 0.9660 -0.8597 -0.165
H -13.640625 -4.951326 16.151661 0.0670 -0.0619 -0.2616 0.361
H -16.111166 -4.819976 16.744519 0.4247 0.2724 -0.4198 0.341
H -16.854462 -5.832193 18.671531 -0.0737 -0.0616 0.4469 0.336
H -15.284504 -7.133791 20.143187 0.1614 0.2684 0.3586 0.343
H -12.813609 -7.042831 19.627496 0.2274 -0.0098 -0.1503 0.365
N -12.036104 -12.644605 10.772125 0.3774 1.4857 0.9024 -0.565
C -12.148433 -11.343785 10.413322 0.2600 -1.3428 0.7007 -0.131
C -11.783611 -10.281129 11.244456 -0.6464 -0.3909 -0.7199 -0.386
C -11.388197 -10.529160 12.544781 0.3404 -0.1631 -0.2855 -0.215
C -11.235519 -11.860783 12.934997 -0.8130 -0.2737 0.1298 -0.439
C -11.565887 -12.853878 12.035337 -0.8994 -0.1506 -2.0200 -0.109
H -12.615958 -11.193164 9.451475 0.1830 0.2592 -0.1915 0.388
H -11.942650 -9.297044 10.828929 0.1509 0.2486 0.3221 0.352
H -11.213537 -9.678555 13.186930 0.1227 -0.1625 0.3009 0.384
H -11.097781 -12.223281 13.942968 0.4947 0.5248 0.2168 0.328
H -11.598092 -13.912602 12.246218 0.4311 -0.0303 0.6401 0.394
N -12.685447 -7.701934 4.440659 -0.1895 -0.3992 -0.7710 -0.523
C -13.796748 -7.779621 3.621952 1.7734 0.3991 2.3320 -0.252
C -14.205777 -6.682845 2.916557 0.3131 -0.4712 -0.5948 -0.388
C -13.385788 -5.567109 2.953586 -1.3940 0.7260 -1.1838 -0.106
C -12.213640 -5.531217 3.626401 0.8668 0.2754 0.2804 -0.394
C -11.877240 -6.638938 4.381957 -1.5394 -0.4134 0.3485 -0.150
H -14.355703 -8.687617 3.793744 -0.1583 -0.0752 -0.4921 0.378
H -15.043420 -6.708104 2.235298 -0.2923 0.0316 0.2664 0.368
H -13.776332 -4.715309 2.416646 0.3687 0.3174 -0.1270 0.341
H -11.562330 -4.669830 3.611571 -0.0702 0.1379 0.0112 0.357
H -11.070226 -6.546421 5.093695 0.3278 -0.5261 -0.0622 0.369
N -17.710679 2.980588 10.986102 -0.7218 -1.4161 -0.2108 -0.558
C -17.188233 3.649667 12.002005 1.0339 -0.1231 0.1077 -0.098
C -16.433568 3.069569 12.997402 -0.0469 -2.0677 0.4743 -0.382
C -16.315016 1.639888 12.998425 -0.4207 0.7949 0.0784 -0.246
C -16.968294 0.906010 12.031824 -0.5661 1.2877 -1.0788 -0.293
C -17.646951 1.627934 11.027593 0.3801 0.7574 0.5691 -0.175
H -17.238541 4.728086 12.031629 -0.3988 0.1912 -0.3938 0.335
H -16.044898 3.717146 13.769399 0.2699 -0.2562 0.1199 0.345
H -15.832486 0.986996 13.710682 0.4888 0.7724 0.5822 0.346
H -16.947448 -0.173761 12.024569 -0.0018 -0.0164 -0.0295 0.373
H -18.162320 1.093561 10.243209 -0.0124 0.0707 -0.2226 0.353
N -5.623863 -7.449381 9.460546 1.9208 0.3601 0.2788 -0.543
C -5.282928 -8.711553 9.129542 1.7048 1.6416 0.1913 -0.172
C -3.916006 -9.082785 8.954535 -1.0265 -0.3808 0.5401 -0.360
C -2.887797 -8.198702 9.246368 -0.6543 -0.2926 -0.6306 -0.215
C -3.228770 -6.904180 9.576149 -0.4473 0.2823 0.4059 -0.275
C -4.568986 -6.561211 9.678964 -1.3648 -1.5695 -0.3730 -0.241
H -6.085661 -9.427976 9.035940 -0.0424 -0.0389 -0.1941 0.387
H -3.719827 -10.111943 8.692343 0.1663 -0.0655 -0.0729 0.344
H -1.840912 -8.455207 9.178248 -0.0194 -0.3102 -0.0589 0.370
H -2.435130 -6.209174 9.807480 -0.1606 0.2921 0.0114 0.341
H -4.863176 -5.569328 9.988828 -0.0853 0.0883 -0.1021 0.366
N -6.733589 7.040251 12.656607 -0.8696 -0.7842 -0.5072 -0.543
C -6.420394 6.495708 13.839826 0.2240 -1.5792 -1.2295 -0.163
C -6.516939 5.094529 14.038725 -1.1425 1.0182 -0.3712 -0.383
C -7.177459 4.334487 13.065523 0.9036 -0.3522 0.2385 -0.157
C -7.556454 4.869232 11.847911 -0.3634 2.4875 0.2408 -0.473
C -7.317150 6.258971 11.691681 1.1207 -0.0709 1.6352 -0.096
H -5.995221 7.165267 14.572854 -0.0103 -0.0046 0.1648 0.373
H -6.281370 4.616680 14.978175 0.2562 0.1485 0.0641 0.344
H -7.290311 3.278038 13.259406 -0.2313 -0.1234 -0.0035 0.352
H -8.190628 4.400521 11.109982 0.3503 -0.4981 -0.0245 0.357
H -7.525293 6.818691 10.791797 -0.2431 -0.2452 -0.2051 0.389
N -9.419284 1.798168 18.931884 -0.0795 0.0744 0.2495 -0.551
C -9.538445 0.511103 18.594912 0.9811 0.6479 0.2753 -0.195
C -8.966551 -0.502098 19.359650 -0.1398 -0.2407 -1.2738 -0.298
C -8.318052 -0.206059 20.526446 -0.6653 0.4533 0.8110 -0.241
C -8.325767 1.118380 20.966760 0.2072 0.1018 -0.6138 -0.355
C -8.825898 2.096543 20.093806 -0.0755 -0.9725 0.1516 -0.153
H -9.954514 0.347808 17.611741 -0.2942 -0.3061 0.0428 0.378
H -8.929494 -1.507676 18.967404 -0.2685 -0.1432 0.0421 0.334
H -7.950222 -1.038177 21.108401 0.3493 0.2012 0.2239 0.366
H -7.891421 1.396597 21.915633 0.0613 0.0637 0.0118 0.345
H -8.734538 3.146170 20.331180 -0.0765 0.1180 0.0740 0.369
C -10.384633 -2.613465 10.291212 0.3178 -0.3217 -0.7837 -0.224
Cl -9.719901 -2.026171 8.692134 -0.6023 -0.1732 0.8903 -0.164
Cl -10.974064 -1.361905 11.354103 0.1678 0.5196 0.1551 -0.129
H -11.257648 -3.244773 10.125725 0.4871 -0.1093 -0.3605 0.259
H -9.541089 -3.138857 10.738969 -0.3739 0.0792 0.0942 0.256

=====

No. 2
107
Properties=species:S:1:pos:R:3:forces:R:3:mulliken_charge:R:1 method="wB97M-V/def2-TZVPD" gap_ha="0.28489 / 0.29643" energy_ev=-161387.573 s_squared=6.012 multiplicity=5 mol_weight_g_mol=905.6
Cr -0.057008 0.405395 0.056438 -0.3025 -0.1866 0.3323 0.329
C -2.933018 1.848031 3.978861 -0.0189 -0.0159 0.0340 -1.802
C -1.777521 2.525490 3.250371 -0.0107 0.0035 -0.0192 0.934
C -1.379907 3.817039 3.971446 -0.0001 0.0223 0.0190 -1.565
C -0.570275 1.631667 3.064267 0.0358 0.0312 -0.0238 0.819
C 0.354207 1.936948 2.059492 -0.0564 0.1094 -0.0415 -0.519
C 1.488064 1.152165 1.858766 0.1418 -0.1471 -0.0565 -0.961
C 1.719206 0.008347 2.635401 -0.0066 0.0218 -0.0306 1.560
C 2.858600 -0.915796 2.325580 0.0615 0.0124 -0.0047 -1.443
C 0.814634 -0.267895 3.645520 0.0081 -0.0313 0.0251 -1.295
C -0.302464 0.530452 3.860467 -0.0447 -0.0144 0.0206 -0.071
H -3.818378 2.484926 3.950548 0.0020 -0.0031 -0.0014 0.429
H -2.692494 1.672929 5.030174 0.0061 0.0092 -0.0091 0.400
H -3.189310 0.885637 3.532568 0.0053 0.0150 -0.0140 0.333
H -2.119889 2.792627 2.244579 -0.0049 -0.0042 0.0041 0.049
H -1.017702 3.594005 4.977865 -0.0023 -0.0069 -0.0094 0.357
H -2.235095 4.490194 4.059946 0.0049 -0.0037 -0.0046 0.444
H -0.585040 4.343609 3.441009 -0.0043 -0.0078 -0.0040 0.339
H 0.193680 2.825237 1.453492 0.0225 0.0200 0.0188 0.176
H 2.222450 1.437063 1.109426 0.0085 0.0038 0.0120 0.484
H 2.656308 -1.444990 1.391623 -0.0245 -0.0070 0.0098 -0.020
H 2.978411 -1.660087 3.110569 -0.0031 -0.0037 -0.0034 0.377
H 3.798474 -0.370734 2.212630 -0.0150 0.0125 -0.0025 0.465
H 0.954008 -1.157676 4.245550 0.0108 0.0106 -0.0075 0.274
H -0.991885 0.253216 4.647988 0.0003 0.0048 -0.0039 0.351
N 2.757555 -3.654269 -6.999998 0.0069 -0.0107 -0.0075 -0.575
C 2.260638 -3.164175 -5.801173 0.0046 0.0038 0.0041 1.070
C 0.892427 -2.905543 -5.657076 -0.0392 -0.0080 0.0063 -0.917
C 0.386575 -2.473350 -4.449601 0.0020 0.0010 -0.0242 -0.834
C 1.241456 -2.284454 -3.370915 -0.0013 -0.0162 -0.0416 -0.349
C 2.597617 -2.536466 -3.496797 0.0088 -0.0042 0.0153 -0.396
C 3.105335 -2.975586 -4.706718 -0.0090 0.0043 -0.0044 -0.997
S 0.571552 -1.791932 -1.829953 -0.1291 0.0196 -0.1044 1.435
O 1.693282 -1.578891 -0.928750 -0.0014 0.0070 0.0433 -0.935
O -0.447791 -2.733155 -1.463010 0.0307 -0.0259 0.0733 -0.288
N -0.177692 -0.368780 -2.010764 0.2720 0.0663 0.1145 -0.026
C 0.595225 0.686951 -2.424121 -0.0183 -0.0257 -0.2315 0.044
N 1.029913 0.835546 -3.679489 0.0022 -0.0071 0.0696 -0.457
C 1.734265 1.927291 -3.930439 0.0259 0.0538 -0.0265 -0.472
C 2.018261 2.903489 -2.978741 0.0000 -0.0008 0.0176 -0.947
C 1.525218 2.682307 -1.712181 -0.0470 0.0030 -0.0609 -0.139
N 0.821197 1.587062 -1.439601 0.0745 0.0625 0.0931 0.599
H 2.202445 -3.473850 -7.819380 -0.0058 0.0049 0.0051 0.230
H 3.744328 -3.532867 -7.154121 -0.0009 0.0013 0.0038 0.230
H 0.227747 -3.053940 -6.500377 0.0109 -0.0077 -0.0035 0.280
H -0.673432 -2.280136 -4.337710 0.0111 -0.0022 0.0162 0.634
H 3.243799 -2.400385 -2.640015 -0.0108 -0.0023 -0.0097 0.558
H 4.163428 -3.188961 -4.802738 -0.0016 -0.0020 -0.0076 0.319
H 2.090440 2.042967 -4.949214 -0.0058 -0.0262 -0.0015 0.446
H 2.594928 3.783006 -3.220318 -0.0036 0.0010 -0.0002 0.416
H 1.689503 3.375732 -0.895281 0.0041 0.0042 0.0034 0.499
N -5.779197 0.739998 -2.238617 -0.0043 -0.0078 -0.0155 -0.555
C -4.599773 0.981370 -1.582142 -0.0269 -0.0030 -0.0362 1.058
C -4.349576 0.449458 -0.315555 0.0236 0.0150 0.0293 -1.157
C -3.150181 0.723772 0.302441 -0.0411 0.0146 0.0367 -0.354
N -2.191582 1.494471 -0.228806 0.1055 -0.2197 -0.1088 0.293
C -2.449821 2.013962 -1.434561 -0.0503 0.0680 0.0228 -0.593
C -3.613585 1.802793 -2.137652 0.0321 0.0144 0.0262 -0.827
H -6.318001 -0.055242 -1.940319 0.0066 0.0017 0.0116 0.219
H -5.795041 0.901599 -3.231024 0.0001 0.0060 0.0019 0.212
H -5.070071 -0.195973 0.170329 -0.0057 0.0038 -0.0107 0.350
H -2.918933 0.277211 1.261047 0.0196 0.0022 -0.0100 0.424
H -1.671174 2.632769 -1.867674 0.0135 -0.0187 0.0122 0.466
H -3.745185 2.250566 -3.114245 -0.0141 -0.0043 0.0044 0.361
O 0.068449 -2.780928 2.091063 0.0176 0.0028 -0.0706 -0.728
C -0.831644 -2.251857 1.454988 0.1651 0.0216 0.1864 -0.244
O -0.847322 -0.998300 1.121160 -0.2807 0.2215 -0.1873 1.080
C -2.093289 -3.012894 1.092340 -0.0891 0.0537 0.0158 -0.154
C -1.988598 -4.519585 1.269049 -0.0082 -0.1106 0.0465 -1.580
Ge -1.199014 -5.611598 -0.157013 0.0049 0.1242 -0.0982 1.421
C -2.266617 -5.350738 -1.780270 -0.0712 -0.0386 -0.0094 0.162
C -1.701667 -5.117377 -3.031900 0.0363 0.0036 -0.0161 -0.306
C -2.497829 -4.976653 -4.160937 0.0110 0.0188 -0.0042 -0.543
C -3.879806 -5.053293 -4.056778 -0.0112 -0.0078 0.0093 -0.577
C -4.461615 -5.274396 -2.816316 0.0119 0.0046 -0.0020 -0.769
C -3.657712 -5.425499 -1.693562 0.0103 0.0091 0.0002 -0.132
C -1.503955 -7.461678 0.423674 0.0138 -0.0308 0.0331 0.134
C -2.268453 -8.372386 -0.301269 -0.0238 -0.0252 -0.0144 -0.185
C -2.439593 -9.678805 0.143479 0.0060 0.0166 -0.0035 -0.688
C -1.846108 -10.093267 1.325924 0.0029 -0.0092 0.0116 -0.436
C -1.078815 -9.198812 2.061238 -0.0034 0.0119 -0.0139 -0.699
C -0.910447 -7.897685 1.610196 -0.0103 -0.0309 0.0068 -0.479
C 0.700563 -5.522114 -0.592925 0.0468 -0.0325 -0.0052 0.106
C 1.163694 -6.418151 -1.558745 0.0143 -0.0154 -0.0375 -0.603
C 2.491105 -6.414258 -1.964578 -0.0050 0.0127 0.0192 -0.831
C 3.382956 -5.516738 -1.392514 -0.0078 0.0017 0.0201 -0.608
C 2.939581 -4.635222 -0.416753 0.0357 -0.0404 -0.0197 -0.405
C 1.609038 -4.636916 -0.018462 -0.0413 0.0316 0.0533 -0.004
H -2.382978 -2.724853 0.081081 0.0233 -0.0206 -0.0253 -0.010
H -2.871918 -2.616422 1.759021 0.0315 -0.0016 -0.0159 0.680
H -2.993379 -4.948089 1.350568 0.0084 0.0071 0.0276 0.617
H -1.477796 -4.756264 2.203919 0.0211 0.0421 -0.0021 0.415
H -0.624921 -5.032479 -3.128134 -0.0119 -0.0014 0.0083 0.263
H -2.035765 -4.807347 -5.126628 0.0072 0.0089 -0.0005 0.443
H -4.500491 -4.947374 -4.938212 0.0025 0.0064 0.0005 0.387
H -5.539104 -5.338058 -2.722532 0.0003 -0.0035 -0.0080 0.413
H -4.130471 -5.612967 -0.734236 0.0053 0.0020 0.0008 0.375
H -2.738882 -8.064736 -1.229156 0.0113 0.0079 0.0072 0.283
H -3.036096 -10.372117 -0.437107 0.0036 -0.0032 0.0051 0.398
H -1.976689 -11.110696 1.673036 -0.0019 0.0008 0.0021 0.374
H -0.608565 -9.516148 2.983941 -0.0029 -0.0068 -0.0037 0.394
H -0.297113 -7.215989 2.191613 -0.0026 0.0076 -0.0134 0.330
H 0.480501 -7.133796 -2.007239 -0.0021 0.0043 0.0078 0.447
H 2.827689 -7.111539 -2.722124 0.0015 0.0020 -0.0011 0.405
H 4.420814 -5.508704 -1.704081 0.0013 -0.0014 -0.0023 0.424
H 3.628505 -3.929335 0.032227 -0.0018 -0.0016 0.0011 0.440
H 1.276643 -3.930016 0.732846 0.0297 -0.0531 -0.0543 0.218